Molecular formula: C19H19ClGeIN3O3Ru
Method: DFT, ωB97M-V with the def2-TZVPD basis set

Results
Highest occupied orbital energy (alpha / beta) = -3.93 / -3.83 eV
Largest force on an atom = 0.22 eV/A
LUMO level (alpha / beta) = 2.589 / 2.589 eV
⟨S²⟩ = 0.84
Gap between HOMO and LUMO (alpha / beta) = 6.518 / 6.422 eV
2S+1 = 2
Net charge = -1
Energy above the lowest of the compared OMol25 structures with the same formula, charge and spin = 0.0 kJ/mol

Element x y z (Å)
Ru (0.41, -0.16, -1.00)
Cl (5.87, -4.55, -0.84)
C (4.84, -3.16, -1.10)
C (5.38, -2.03, -1.67)
C (4.59, -0.91, -1.90)
I (5.41, 0.79, -2.80)
C (3.22, -0.86, -1.57)
O (2.45, 0.12, -1.79)
C (2.69, -2.06, -0.95)
N (1.37, -2.00, -0.61)
C (0.81, -3.08, -0.11)
C (1.51, -4.26, 0.14)
C (2.85, -4.34, -0.16)
C (3.48, -3.21, -0.73)
H (6.42, -2.02, -1.95)
H (-0.25, -3.01, 0.11)
H (0.99, -5.11, 0.56)
H (3.41, -5.24, 0.03)
O (0.88, 1.27, 0.79)
N (0.15, 2.29, 0.74)
N (-0.38, 2.52, -0.41)
O (-0.15, 1.79, -1.49)
C (-1.26, 3.62, -0.54)
C (-1.43, 4.54, 0.50)
C (-2.31, 5.59, 0.33)
C (-3.00, 5.76, -0.86)
C (-2.81, 4.86, -1.89)
C (-1.94, 3.79, -1.74)
H (-0.89, 4.40, 1.42)
H (-2.44, 6.30, 1.15)
H (-3.68, 6.60, -0.98)
H (-3.35, 4.98, -2.82)
H (-1.78, 3.07, -2.53)
C (-2.90, 0.47, 1.98)
Ge (-1.86, -1.07, 1.31)
C (-3.05, -2.65, 1.41)
C (-0.37, -1.34, 2.56)
C (-1.30, -0.62, -0.50)
H (-3.35, 0.24, 2.95)
H (-3.70, 0.74, 1.29)
H (-2.25, 1.33, 2.09)
H (-3.35, -2.83, 2.45)
H (-2.54, -3.55, 1.05)
H (-3.95, -2.50, 0.81)
H (-0.72, -1.15, 3.58)
H (0.43, -0.63, 2.32)
H (0.03, -2.35, 2.52)
H (-2.14, -0.38, -1.17)



Molecular formula: C19H19ClN2O3S
Method: DFT, ωB97M-V with the def2-TZVPD basis set

Results
Highest occupied orbital energy = -8.26 eV
Largest force on an atom = 0.61 eV/A
LUMO level = 0.545 eV
SMILES = COc1ccc(CN2CC(=O)N(c3cccc(Cl)c3C)C2=S)cc1OC
Gap between HOMO and LUMO = 8.803 eV
Energy above the lowest of the compared OMol25 structures with the same formula, charge and spin = 0.0 kJ/mol

Element x y z (Å)
C (-6.36, 2.13, -0.23)
O (-6.16, 0.75, -0.42)
C (-4.99, 0.14, -0.08)
C (-5.03, -1.25, -0.17)
C (-3.93, -2.03, 0.12)
C (-2.76, -1.43, 0.54)
C (-1.52, -2.23, 0.86)
N (-0.41, -1.81, 0.04)
C (-0.41, -1.96, -1.39)
C (0.78, -1.12, -1.83)
O (1.20, -0.95, -2.94)
N (1.30, -0.60, -0.67)
C (2.42, 0.28, -0.61)
C (2.29, 1.55, -1.14)
C (3.35, 2.43, -1.08)
C (4.53, 2.04, -0.48)
C (4.65, 0.76, 0.03)
Cl (6.15, 0.32, 0.77)
C (3.61, -0.16, -0.03)
C (3.76, -1.55, 0.50)
C (0.56, -0.97, 0.44)
S (0.84, -0.43, 1.97)
C (-2.70, -0.05, 0.63)
C (-3.79, 0.76, 0.32)
O (-3.74, 2.13, 0.37)
C (-2.54, 2.74, 0.76)
H (-6.18, 2.43, 0.81)
H (-7.40, 2.31, -0.49)
H (-5.72, 2.73, -0.89)
H (-5.96, -1.70, -0.48)
H (-4.00, -3.11, 0.04)
H (-1.70, -3.30, 0.69)
H (-1.22, -2.07, 1.90)
H (-1.34, -1.58, -1.83)
H (-0.29, -3.00, -1.70)
H (1.35, 1.84, -1.60)
H (3.25, 3.43, -1.49)
H (5.36, 2.73, -0.41)
H (3.13, -2.25, -0.04)
H (4.79, -1.88, 0.43)
H (3.47, -1.58, 1.56)
H (-1.78, 0.41, 0.96)
H (-2.74, 3.81, 0.74)
H (-2.24, 2.46, 1.78)
H (-1.72, 2.51, 0.07)



Molecular formula: C19H19ClN2O3S
Method: DFT, ωB97M-V with the def2-TZVPD basis set

Results
Highest occupied orbital energy = -8.56 eV
Largest force on an atom = 0.59 eV/A
LUMO level = 0.542 eV
SMILES = COc1ccc(CN2CC(=O)N(c3cccc(Cl)c3C)C2=S)cc1OC
Gap between HOMO and LUMO = 9.104 eV
Energy above the lowest of the compared OMol25 structures with the same formula, charge and spin = 3.3 kJ/mol

Element x y z (Å)
C (4.61, -3.75, -1.58)
O (3.92, -2.52, -1.75)
C (2.79, -2.37, -0.97)
C (2.76, -1.32, -0.06)
C (1.67, -1.12, 0.77)
C (0.59, -1.99, 0.70)
C (-0.61, -1.75, 1.58)
N (-1.35, -0.59, 1.15)
C (-2.02, -0.54, -0.12)
C (-2.44, 0.92, -0.23)
O (-3.08, 1.45, -1.10)
N (-1.95, 1.53, 0.91)
C (-2.14, 2.89, 1.24)
C (-2.85, 3.19, 2.39)
C (-3.06, 4.52, 2.74)
C (-2.57, 5.52, 1.94)
C (-1.86, 5.20, 0.79)
Cl (-1.27, 6.50, -0.19)
C (-1.61, 3.88, 0.42)
C (-0.81, 3.54, -0.80)
C (-1.28, 0.63, 1.72)
S (-0.53, 1.00, 3.12)
C (0.59, -3.01, -0.24)
C (1.67, -3.21, -1.09)
O (1.59, -4.25, -1.98)
C (1.74, -3.90, -3.35)
H (3.96, -4.61, -1.74)
H (5.04, -3.81, -0.58)
H (5.41, -3.74, -2.32)
H (3.63, -0.68, 0.00)
H (1.67, -0.31, 1.48)
H (-0.30, -1.56, 2.61)
H (-1.28, -2.62, 1.57)
H (-2.89, -1.20, -0.16)
H (-1.35, -0.80, -0.95)
H (-3.24, 2.40, 3.01)
H (-3.61, 4.76, 3.64)
H (-2.73, 6.56, 2.19)
H (-0.17, 2.68, -0.60)
H (-1.49, 3.28, -1.62)
H (-0.20, 4.37, -1.10)
H (-0.25, -3.68, -0.33)
H (2.65, -3.34, -3.54)
H (1.77, -4.85, -3.89)
H (0.88, -3.32, -3.69)



Molecular formula: C19H19F3N2O3S
Method: DFT, ωB97M-V with the def2-TZVPD basis set

Results
Highest occupied orbital energy = -8.64 eV
Largest force on an atom = 1.23 eV/A
LUMO level = -0.179 eV
SMILES = CCOc1cc(OCC)cc(C(=O)NC(=S)Nc2cccc(C(F)(F)F)c2)c1
Gap between HOMO and LUMO = 8.465 eV
Energy above the lowest of the compared OMol25 structures with the same formula, charge and spin = 0.0 kJ/mol

Element x y z (Å)
C (3.76, 3.70, 0.00)
C (4.03, 2.89, -1.26)
O (4.44, 1.57, -0.98)
C (3.53, 0.64, -0.59)
C (4.08, -0.61, -0.26)
C (3.27, -1.66, 0.11)
O (3.71, -2.90, 0.44)
C (5.10, -3.18, 0.39)
C (5.29, -4.63, 0.79)
C (1.89, -1.47, 0.17)
C (1.34, -0.24, -0.13)
C (-0.13, -0.10, -0.05)
O (-0.89, -1.04, -0.23)
N (-0.57, 1.16, 0.26)
C (-1.88, 1.62, 0.38)
S (-2.04, 3.22, 0.75)
N (-2.84, 0.70, 0.18)
C (-4.22, 0.78, 0.20)
C (-4.94, 1.95, 0.46)
C (-6.32, 1.92, 0.45)
C (-7.02, 0.75, 0.19)
C (-6.30, -0.41, -0.07)
C (-7.01, -1.69, -0.38)
F (-8.27, -1.71, 0.06)
F (-7.08, -1.91, -1.71)
F (-6.40, -2.77, 0.14)
C (-4.91, -0.40, -0.07)
C (2.16, 0.83, -0.52)
H (3.48, 4.72, -0.27)
H (2.96, 3.26, 0.59)
H (4.65, 3.73, 0.62)
H (3.15, 2.89, -1.93)
H (4.87, 3.32, -1.81)
H (5.15, -0.70, -0.33)
H (5.64, -2.52, 1.08)
H (5.48, -3.01, -0.63)
H (4.75, -5.28, 0.11)
H (4.91, -4.79, 1.80)
H (6.34, -4.88, 0.76)
H (1.25, -2.29, 0.46)
H (0.12, 1.87, 0.45)
H (-2.45, -0.23, -0.03)
H (-4.43, 2.87, 0.66)
H (-6.87, 2.83, 0.65)
H (-8.09, 0.73, 0.18)
H (-4.37, -1.31, -0.27)
H (1.72, 1.77, -0.82)



Molecular formula: C19H19F4
Method: DFT, ωB97M-V with the def2-TZVPD basis set

Results
Highest occupied orbital energy = -12.52 eV
Largest force on an atom = 2.05 eV/A
LUMO level = -6.136 eV
Gap between HOMO and LUMO = 6.382 eV
Net charge = +1
Energy above the lowest of the compared OMol25 structures with the same formula, charge and spin = 69.8 kJ/mol

Element x y z (Å)
C (4.71, 1.00, 0.78)
C (3.20, 1.15, 0.63)
C (2.75, 0.88, -0.85)
C (1.29, 1.07, -1.17)
C (0.88, 2.35, -1.81)
C (0.32, -0.03, -0.92)
H (5.02, 1.14, 1.82)
H (5.06, 0.03, 0.43)
H (5.21, 1.77, 0.18)
H (2.67, 0.48, 1.30)
H (2.88, 2.14, 0.93)
H (3.37, 1.56, -1.47)
H (3.02, -0.16, -1.07)
H (1.71, 3.10, -1.92)
H (0.52, 2.17, -2.85)
H (0.04, 2.87, -1.30)
H (-0.55, 0.20, -1.54)
H (0.88, -0.94, -1.12)
F (-4.55, 1.97, 1.31)
C (-3.20, 1.72, 1.41)
C (-2.49, 2.45, 2.37)
C (-1.13, 2.21, 2.44)
F (-0.32, 3.01, 3.22)
C (-0.52, 1.24, 1.66)
C (-1.29, 0.41, 0.86)
C (-0.47, -0.74, 0.30)
C (-1.25, -2.00, -0.26)
C (-0.44, -3.07, -0.65)
C (-1.01, -4.26, -1.08)
F (-0.18, -5.31, -1.36)
C (-2.37, -4.40, -1.26)
C (-3.15, -3.32, -0.92)
F (-4.53, -3.43, -1.12)
C (-2.63, -2.13, -0.42)
C (-2.59, 0.82, 0.53)
H (-2.95, 3.25, 2.96)
H (0.57, 1.11, 1.68)
H (0.18, -1.16, 1.11)
H (0.65, -2.98, -0.58)
H (-2.79, -5.32, -1.70)
H (-3.36, -1.35, -0.17)
H (-3.14, 0.51, -0.38)



Molecular formula: C19H19F4MoN3O7
Method: DFT, ωB97M-V with the def2-TZVPD basis set

Results
Highest occupied orbital energy (alpha / beta) = -8.45 / -8.14 eV
Largest force on an atom = 1.36 eV/A
LUMO level (alpha / beta) = -1.004 / -1.047 eV
⟨S²⟩ = 2.02
Gap between HOMO and LUMO (alpha / beta) = 7.445 / 7.096 eV
2S+1 = 3
Energy above the lowest of the compared OMol25 structures with the same formula, charge and spin = 214.0 kJ/mol

Element x y z (Å)
Mo (0.43, 0.13, 0.69)
C (-3.14, 1.75, -1.86)
C (-1.88, 1.71, -1.01)
N (-0.92, 0.60, -1.29)
C (0.05, 0.96, -2.34)
C (-0.49, 1.28, -3.73)
C (-1.61, -0.68, -1.43)
C (-2.22, -1.08, -0.10)
N (-1.25, -0.94, 1.02)
C (-1.88, -0.92, 2.27)
C (-1.47, -0.07, 3.31)
F (-0.43, 0.76, 3.13)
C (-2.10, -0.04, 4.54)
F (-1.64, 0.81, 5.46)
C (-3.17, -0.85, 4.83)
C (-3.58, -1.71, 3.83)
F (-4.60, -2.55, 4.05)
C (-2.95, -1.76, 2.60)
F (-3.39, -2.69, 1.73)
H (-3.71, 2.63, -1.58)
H (-3.79, 0.89, -1.68)
H (-2.95, 1.80, -2.93)
H (-2.18, 1.63, 0.03)
H (-1.32, 2.64, -1.10)
H (0.75, 0.13, -2.43)
H (0.63, 1.81, -1.97)
H (-1.14, 0.48, -4.10)
H (0.34, 1.38, -4.42)
H (-1.05, 2.22, -3.75)
H (-0.86, -1.43, -1.70)
H (-2.32, -0.69, -2.26)
H (-2.55, -2.12, -0.20)
H (-3.11, -0.49, 0.12)
H (-3.66, -0.83, 5.79)
O (2.43, -2.80, -2.17)
C (2.16, -1.79, -1.36)
O (1.05, -1.64, -0.88)
C (3.28, -0.88, -1.10)
C (4.55, -1.03, -1.62)
C (5.52, -0.14, -1.17)
C (5.19, 0.80, -0.21)
C (3.87, 0.88, 0.26)
N (2.95, 0.06, -0.22)
C (3.46, 1.86, 1.36)
O (4.36, 2.60, 1.76)
O (2.26, 1.75, 1.71)
H (1.65, -3.36, -2.25)
H (4.77, -1.81, -2.32)
H (6.53, -0.21, -1.54)
H (5.90, 1.50, 0.21)
O (1.46, -0.79, 2.10)
O (1.80, -1.43, 3.14)
O (-0.02, 1.68, 0.79)



Molecular formula: C19H19HfI2NOSbSe4
Method: DFT, ωB97M-V with the def2-TZVPD basis set

Results
Highest occupied orbital energy = -4.33 eV
Largest force on an atom = 2.12 eV/A
LUMO level = 1.489 eV
Gap between HOMO and LUMO = 5.816 eV
Net charge = -1
Energy above the lowest of the compared OMol25 structures with the same formula, charge and spin = 105.2 kJ/mol

Element x y z (Å)
Hf (-0.10, 0.24, 1.10)
C (2.22, 0.29, 1.56)
C (1.96, 1.58, 1.01)
C (1.66, 1.40, -0.37)
C (1.73, 0.02, -0.67)
C (2.10, -0.67, 0.51)
C (2.57, -2.10, 0.63)
C (1.60, -0.53, -2.06)
C (1.44, 2.48, -1.39)
C (2.15, 2.91, 1.70)
C (2.77, -0.01, 2.93)
H (3.63, -2.12, 0.87)
H (2.43, -2.64, -0.31)
H (2.05, -2.64, 1.42)
H (2.33, -0.06, -2.73)
H (0.61, -0.34, -2.49)
H (1.77, -1.61, -2.08)
H (2.26, 2.50, -2.11)
H (1.38, 3.46, -0.91)
H (0.52, 2.32, -1.95)
H (3.08, 3.37, 1.38)
H (2.19, 2.79, 2.78)
H (1.34, 3.61, 1.47)
H (3.84, -0.25, 2.87)
H (2.29, -0.89, 3.39)
H (2.66, 0.83, 3.62)
Se (0.57, 0.46, 5.83)
Sb (-1.08, 0.15, 4.12)
Se (-0.37, -1.81, 2.52)
Se (-1.08, 2.10, 2.45)
Se (-3.35, -0.31, 4.74)
I (-2.43, 3.62, -1.88)
C (-2.73, 1.54, -1.99)
C (-3.63, 1.00, -2.90)
C (-3.85, -0.35, -2.95)
I (-5.21, -1.10, -4.39)
C (-3.17, -1.24, -2.09)
C (-3.33, -2.63, -2.03)
C (-2.56, -3.37, -1.17)
C (-1.61, -2.71, -0.38)
N (-1.45, -1.40, -0.37)
C (-2.21, -0.67, -1.20)
C (-1.99, 0.74, -1.14)
O (-1.12, 1.19, -0.30)
H (-4.16, 1.66, -3.58)
H (-4.07, -3.11, -2.66)
H (-2.66, -4.44, -1.09)
H (-0.97, -3.28, 0.28)



Molecular formula: C19H19IN2O2Os
Method: DFT, ωB97M-V with the def2-TZVPD basis set

Results
Highest occupied orbital energy (alpha / beta) = -14.78 / -14.79 eV
Largest force on an atom = 3.32 eV/A
LUMO level (alpha / beta) = -9.019 / -9.081 eV
Gap between HOMO and LUMO (alpha / beta) = 5.761 / 5.705 eV
Net charge = +2
Energy above the lowest of the compared OMol25 structures with the same formula, charge and spin = 94.4 kJ/mol

Element x y z (Å)
Os (0.34, -1.68, 0.09)
O (2.75, 0.42, -2.39)
C (1.81, -0.12, -1.91)
O (1.74, -0.56, -0.67)
C (0.51, -0.32, -2.65)
C (0.33, 0.20, -3.93)
C (-0.92, 0.13, -4.50)
C (-1.98, -0.46, -3.79)
C (-3.31, -0.50, -4.28)
C (-4.30, -1.07, -3.54)
C (-4.02, -1.68, -2.30)
C (-2.74, -1.67, -1.81)
C (-1.70, -1.04, -2.52)
N (-0.46, -0.93, -1.98)
H (1.18, 0.65, -4.44)
H (-1.09, 0.54, -5.49)
H (-3.52, -0.05, -5.24)
H (-5.32, -1.06, -3.91)
H (-4.81, -2.15, -1.74)
H (-2.51, -2.15, -0.86)
I (-0.68, -3.85, 0.83)
C (4.29, 0.84, 2.71)
N (2.84, 1.10, 2.56)
C (2.57, 1.82, 1.28)
C (2.05, -0.17, 2.66)
C (0.55, 0.08, 2.61)
C (-0.04, 0.79, 3.64)
C (-1.40, 1.07, 3.64)
C (-2.19, 0.65, 2.59)
C (-1.63, -0.09, 1.56)
C (-0.26, -0.40, 1.57)
H (4.84, 1.78, 2.65)
H (4.62, 0.19, 1.90)
H (4.50, 0.37, 3.67)
H (2.53, 1.71, 3.33)
H (2.94, 1.22, 0.46)
H (3.08, 2.78, 1.28)
H (1.50, 1.98, 1.16)
H (2.31, -0.66, 3.60)
H (2.36, -0.82, 1.83)
H (0.56, 1.12, 4.49)
H (-1.84, 1.59, 4.48)
H (-3.25, 0.87, 2.57)
H (-2.26, -0.45, 0.76)



Molecular formula: C19H19N3O5
Method: DFT, ωB97M-V with the def2-TZVPD basis set

Results
Highest occupied orbital energy = -7.74 eV
Largest force on an atom = 17.08 eV/A
LUMO level = -0.879 eV
Gap between HOMO and LUMO = 6.860 eV
Energy above the lowest of the compared OMol25 structures with the same formula, charge and spin = 2200.2 kJ/mol

Element x y z (Å)
C (-1.42, 0.91, -3.06)
H (-0.45, 0.83, -2.75)
O (-2.08, 1.82, -2.07)
C (-2.06, 1.63, -0.87)
C (-2.68, 2.65, -0.18)
C (-2.44, 2.65, 1.14)
C (-1.94, 1.58, 1.71)
C (-1.62, 0.28, 1.15)
C (-1.58, 0.35, -0.26)
H (-1.26, -0.36, -0.82)
H (-1.07, -0.61, 1.68)
C (-1.88, 1.25, 3.40)
H (-2.89, 2.06, 3.76)
H (-1.98, 0.41, 3.82)
C (-0.63, 1.85, 3.87)
N (0.60, 1.13, 3.31)
C (1.14, 1.42, 2.21)
O (1.27, 2.40, 1.60)
C (2.11, 0.08, 2.04)
C (2.32, 0.02, 0.33)
C (1.41, -1.41, 0.14)
N (1.32, -1.85, 1.20)
O (1.63, -1.13, 2.38)
C (1.32, -1.95, -1.14)
C (0.35, -3.44, -0.84)
C (0.12, -3.94, -2.03)
C (0.54, -3.55, -3.45)
C (1.51, -2.54, -3.32)
C (1.72, -1.62, -2.45)
N (2.38, -0.36, -2.62)
O (1.85, 0.52, -2.25)
O (3.37, -0.65, -3.13)
H (1.88, -2.16, -4.36)
H (0.40, -4.22, -4.31)
H (-0.49, -4.86, -2.08)
H (0.16, -3.50, 0.11)
H (3.11, -0.21, 0.06)
H (1.90, 1.01, -0.18)
H (3.13, 0.19, 2.38)
H (0.70, 0.07, 3.73)
H (-0.33, 3.11, 3.40)
H (-0.25, 2.07, 4.83)
H (-2.74, 3.44, 1.72)
H (-2.85, 3.62, -0.77)
H (-1.90, -0.30, -3.01)
H (-1.69, 1.29, -4.02)



Molecular formula: C19H19N3O5S
Method: DFT, ωB97M-V with the def2-TZVPD basis set

Results
Highest occupied orbital energy = -8.75 eV
Largest force on an atom = 1.76 eV/A
LUMO level = 0.125 eV
SMILES = COc1ccc(C(=O)Nc2ccc(S(=O)(=O)Nc3onc(C)c3C)cc2)cc1
Gap between HOMO and LUMO = 8.877 eV
Energy above the lowest of the compared OMol25 structures with the same formula, charge and spin = 320.1 kJ/mol

Element x y z (Å)
C (6.37, -3.08, -1.41)
O (5.81, -1.82, -1.10)
C (4.93, -1.73, -0.08)
C (4.50, -2.79, 0.70)
C (3.59, -2.58, 1.72)
C (3.07, -1.31, 1.96)
C (2.15, -1.12, 3.11)
O (2.30, -1.69, 4.17)
N (1.14, -0.20, 2.97)
C (0.55, 0.35, 1.84)
C (0.56, -0.31, 0.60)
C (-0.04, 0.27, -0.50)
C (-0.66, 1.49, -0.37)
S (-1.39, 2.25, -1.81)
O (-0.37, 2.48, -2.78)
O (-2.25, 3.32, -1.41)
N (-2.32, 0.96, -2.44)
C (-3.68, 0.94, -2.25)
O (-4.47, 0.70, -3.32)
N (-5.77, 0.69, -2.91)
C (-5.78, 0.93, -1.63)
C (-7.05, 1.01, -0.86)
C (-4.45, 1.09, -1.13)
C (-4.03, 1.37, 0.27)
C (-0.70, 2.15, 0.84)
C (-0.10, 1.58, 1.95)
C (3.52, -0.24, 1.19)
C (4.43, -0.44, 0.18)
H (5.60, -3.79, -1.71)
H (6.94, -3.48, -0.57)
H (7.04, -2.90, -2.25)
H (4.87, -3.79, 0.54)
H (3.26, -3.40, 2.34)
H (0.72, 0.07, 3.85)
H (1.03, -1.28, 0.52)
H (-0.04, -0.23, -1.45)
H (-2.06, 0.77, -3.40)
H (-7.15, 1.99, -0.40)
H (-7.88, 0.83, -1.54)
H (-7.05, 0.25, -0.08)
H (-3.20, 0.73, 0.55)
H (-4.86, 1.19, 0.95)
H (-3.72, 2.41, 0.36)
H (-1.20, 3.10, 0.91)
H (-0.13, 2.08, 2.90)
H (3.17, 0.76, 1.39)
H (4.79, 0.37, -0.42)